No. 1
# C5H12N

2 unconnected molecules or ions with the total composition C5H12N at a distorted geometry (ωB97M-V/def2-TZVPD, the OMol25 dataset).

Its total charge is +1. The total energy is -251.945185 Ha. The calculation puts the relative energy (zero: lowest compared OMol25 entry of this formula, charge and spin) at 179.43 kcal per mole. The value obtained for the frontier orbital gap is 0.212 Ha. Its lowest unoccupied orbital energy is -9.089 eV.

Each atom is followed by the atoms it is bonded to, with distances in Å.
Element x y z (Å)
1 C -0.258 -2.012 1.151  C2 1.527, H7 1.126, H8 1.103, H9 1.107
2 C -0.203 -1.145 -0.104  C1 1.527, C3 1.528, H10 1.069, H11 1.140
3 C 1.094 -0.433 -0.488  C2 1.528, C4 1.548, H12 1.099, H13 1.087
4 C 0.885 1.078 -0.226  C3 1.548, N6 1.429, H14 1.150, H15 1.077
5 C -0.916 2.401 -0.954  N6 1.271, H16 1.079, H17 1.097
6 N -0.009 1.556 -1.234  C4 1.429, C5 1.271
7 H -1.043 -2.812 1.058  C1 1.126
8 H 0.725 -2.449 1.395  C1 1.103
9 H -0.597 -1.282 1.911  C1 1.107
10 H -0.426 -1.762 -0.948  C2 1.069
11 H -1.035 -0.366 -0.107  C2 1.140
12 H 2.018 -0.847 -0.060  C3 1.099
13 H 1.270 -0.562 -1.552  C3 1.087
14 H 0.457 1.184 0.836  C4 1.150
15 H 1.809 1.625 -0.317  C4 1.077
16 H -1.389 2.889 -1.792  C5 1.079
17 H -1.185 2.649 0.080  C5 1.097
18 H -1.196 0.286 1.352  no bonds



No. 2
# C5H12N

A gas-phase ion, C5H12N (charge +1) at a distorted geometry (ωB97M-V/def2-TZVPD, the OMol25 dataset).

Its total charge is +1. The total energy is -252.107431 Ha. The calculation puts the relative energy (zero: lowest compared OMol25 entry of this formula, charge and spin) at 77.62 kcal per mole. The value obtained for the frontier orbital gap is 0.377 Ha. Its SMILES is C/C=C/[C@@H](C)[NH3+]. Its lowest unoccupied orbital energy is -3.775 eV.

Each atom is followed by the atoms it is bonded to, with distances in Å.
Element x y z (Å)
1 C 0.865 1.179 -0.482  C2 1.300, C3 1.560, H7 1.075
2 C 0.394 0.495 0.518  C1 1.300, C5 1.848, H8 0.998
3 C 1.484 2.582 -0.194  C1 1.560, H9 1.069, H10 1.057, H11 1.085
4 C -0.905 -1.774 1.348  C5 1.500, H12 1.049, H13 1.120, H14 1.031
5 C -0.273 -1.183 0.122  C2 1.848, C4 1.500, N6 1.494, H15 1.122
6 N -1.133 -1.006 -1.087  C5 1.494, H16 1.078, H17 1.074, H18 1.119
7 H 0.778 0.914 -1.521  C1 1.075
8 H 0.699 0.682 1.450  C2 0.998
9 H 2.302 2.426 0.476  C3 1.069
10 H 0.662 2.966 0.349  C3 1.057
11 H 1.592 3.004 -1.187  C3 1.085
12 H -1.267 -2.756 1.267  C4 1.049
13 H -0.092 -1.831 2.116  C4 1.120
14 H -1.690 -1.106 1.378  C4 1.031
15 H 0.578 -1.762 -0.326  C5 1.122
16 H -2.006 -0.470 -0.751  N6 1.078
17 H -1.395 -1.918 -1.592  N6 1.074
18 H -0.593 -0.441 -1.888  N6 1.119



No. 3
# C5H12N

A gas-phase ion, C5H12N (charge +1) at a distorted geometry (ωB97M-V/def2-TZVPD, the OMol25 dataset).

Its total charge is +1. The total energy is -252.163011 Ha. The calculation puts the relative energy (zero: lowest compared OMol25 entry of this formula, charge and spin) at 42.74 kcal per mole. The value obtained for the frontier orbital gap is 0.402 Ha. Its SMILES is C=C([NH3+])CCC. Its lowest unoccupied orbital energy is -3.695 eV.

Each atom is followed by the atoms it is bonded to, with distances in Å.
Element x y z (Å)
1 C -1.965 -0.346 0.385  C2 1.549, H7 1.098, H8 1.108, H9 1.102
2 C -1.006 -1.311 -0.356  C1 1.549, C3 1.564, H10 1.085, H11 1.117
3 C 0.208 -0.558 -0.992  C2 1.564, C4 1.476, H12 1.127, H13 1.086
4 C 0.740 0.516 -0.131  C3 1.476, C5 1.327, N6 1.491
5 C 0.791 1.808 -0.427  C4 1.327, H14 1.094, H15 1.093
6 N 1.339 0.065 1.157  C4 1.491, H16 1.033, H17 1.019, H18 1.028
7 H -2.934 -0.791 0.648  C1 1.098
8 H -2.440 0.415 -0.266  C1 1.108
9 H -1.595 0.321 1.180  C1 1.102
10 H -1.491 -2.050 -0.986  C2 1.085
11 H -0.621 -1.883 0.523  C2 1.117
12 H 0.976 -1.375 -1.106  C3 1.127
13 H -0.126 -0.152 -1.942  C3 1.086
14 H 1.531 2.508 -0.025  C5 1.094
15 H 0.313 2.268 -1.296  C5 1.093
16 H 0.526 -0.116 1.766  N6 1.033
17 H 2.079 0.645 1.552  N6 1.019
18 H 1.700 -0.894 1.082  N6 1.028